{
  "formula": "C10H6Cl2N2O3PrRu",
  "method": "the ωB97M-V functional and the def2-TZVPD basis",
  "elements": ["Ru", "Pr", "Cl", "Cl", "C", "C", "C", "O", "O", "O", "N", "C", "N", "C", "C", "C", "C", "C", "C", "H", "H", "H", "H", "H", "H"],
  "coordinates": [[0.807, -5.076, -2.135], [-1.147, -0.555, -1.218], [2.146, -4.248, -0.473], [-2.539, -2.124, 0.125], [-3.268, 0.768, -1.586], [1.830, -4.849, -3.596], [-0.750, -5.125, -3.080], [-4.263, 1.351, -1.699], [2.475, -4.736, -4.572], [-1.755, -5.071, -3.684], [1.077, 0.389, 2.535], [0.793, -0.535, 1.603], [0.161, 0.043, 0.555], [0.025, 1.419, 0.856], [-0.399, 2.450, 0.008], [-0.194, 3.761, 0.474], [0.407, 3.996, 1.725], [0.824, 2.936, 2.557], [0.603, 1.647, 2.094], [1.560, 0.215, 3.420], [1.085, -1.579, 1.644], [-0.814, 2.201, -0.983], [-0.514, 4.603, -0.142], [0.552, 5.029, 2.046], [1.299, 3.089, 3.527]],
  "s_squared": 15.78,
  "orbital_gap_ev": [4.149, 5.420],
  "total_charge": 4,
  "multiplicity": 8
}

{
  "formula": "C10H6Cl5N2O3Pd",
  "method": "the ωB97M-V functional and the def2-TZVPD basis",
  "elements": ["Pd", "N", "C", "C", "O", "N", "C", "C", "O", "O", "H", "H", "H", "H", "H", "H", "Cl", "C", "C", "C", "Cl", "C", "Cl", "C", "Cl", "C", "Cl"],
  "coordinates": [[0.255, -1.249, 0.311], [1.036, -1.287, 2.326], [2.010, -0.230, 2.667], [2.353, 0.669, 1.482], [3.212, 1.540, 1.544], [1.538, 0.445, 0.361], [1.905, 1.087, -0.687], [-1.625, 1.612, 3.047], [-0.821, 2.522, 3.066], [-2.383, 0.676, 2.866], [0.082, -1.258, 2.698], [1.295, -2.269, 2.364], [2.973, -0.649, 2.988], [1.668, 0.386, 3.515], [1.389, 0.806, -1.592], [2.834, 1.695, -0.570], [-2.276, 2.814, -1.402], [-1.866, 1.243, -1.860], [-1.177, 0.353, -1.080], [-0.808, -0.890, -1.295], [-0.206, -3.440, 0.343], [-1.264, -1.567, -2.461], [-1.099, -3.242, -2.800], [-1.878, -0.707, -3.398], [-2.334, -1.378, -4.881], [-2.105, 0.664, -3.144], [-2.707, 1.654, -4.406]],
  "s_squared": 2.05,
  "orbital_gap_ev": [4.969, 7.640],
  "total_charge": -1,
  "multiplicity": 3
}

{
  "formula": "C10H6ClNO3",
  "method": "the ωB97M-V functional and the def2-TZVPD basis",
  "elements": ["C", "C", "C", "C", "C", "C", "C", "C", "C", "C", "N", "O", "O", "O", "Cl", "H", "H", "H", "H", "H", "H"],
  "coordinates": [[2.840, 0.673, -0.548], [1.905, 1.505, -1.173], [2.430, -0.313, 0.303], [0.554, 1.300, -0.962], [1.049, -0.524, 0.606], [0.118, 0.297, -0.113], [-1.885, -1.208, -0.300], [-3.333, -0.937, -0.160], [0.680, -1.415, 1.583], [-2.227, 0.948, 0.243], [-1.263, 0.047, 0.011], [-1.297, -2.206, -0.639], [-4.294, -1.652, -0.247], [-3.445, 0.427, 0.162], [-2.013, 2.587, 0.569], [3.891, 0.813, -0.748], [2.231, 2.284, -1.843], [3.148, -0.961, 0.781], [-0.171, 1.904, -1.487], [1.424, -1.998, 2.092], [-0.343, -1.572, 1.872]],
  "orbital_gap_ev": [7.275, 5.892],
  "total_charge": 0,
  "multiplicity": 1
}

{
  "formula": "C10H6F6N8O4S2Sn",
  "method": "the ωB97M-V functional and the def2-TZVPD basis",
  "elements": ["Sn", "F", "C", "F", "F", "S", "O", "O", "N", "S", "O", "O", "C", "F", "F", "F", "N", "C", "C", "N", "C", "C", "N", "C", "C", "N", "H", "H", "H", "H", "H", "H", "N", "C", "N", "C", "N"],
  "coordinates": [[-0.582, -1.511, 0.299], [-2.862, 3.783, -0.034], [-2.340, 2.854, 0.728], [-2.910, 2.837, 1.916], [-1.030, 3.053, 0.866], [-2.614, 1.199, -0.068], [-1.783, 0.283, 0.786], [-3.998, 0.937, -0.094], [-1.922, 1.410, -1.482], [-0.895, 0.340, -1.934], [0.401, 0.385, -1.274], [-1.432, -1.038, -1.787], [-0.662, 0.729, -3.742], [-1.782, 0.487, -4.375], [0.306, -0.054, -4.176], [-0.317, 1.993, -3.837], [4.492, -0.394, 0.124], [4.712, -1.388, -0.743], [3.474, -2.057, -0.882], [2.557, -1.480, -0.125], [3.167, -0.456, 0.506], [2.497, 0.391, 1.398], [1.191, 0.246, 1.699], [0.881, 1.222, 2.540], [2.017, 2.012, 2.799], [3.009, 1.474, 2.077], [5.199, 0.257, 0.433], [5.673, -1.569, -1.196], [3.276, -2.914, -1.506], [-0.107, 1.358, 2.948], [2.154, 2.878, 3.427], [3.954, 1.829, 2.058], [-2.813, -2.729, 0.199], [-3.848, -3.238, 0.130], [-5.000, -3.812, -0.092], [-5.680, -4.393, 0.815], [-6.384, -4.924, 1.599]],
  "orbital_gap_ev": [6.752, 6.574],
  "total_charge": 2,
  "multiplicity": 1
}

{
  "formula": "C10H6N2O5Tl",
  "method": "the ωB97M-V functional and the def2-TZVPD basis",
  "elements": ["Tl", "O", "C", "C", "O", "C", "O", "C", "O", "N", "C", "O", "C", "C", "C", "C", "N", "C", "H", "H", "H", "H", "H", "H"],
  "coordinates": [[1.776, -0.144, -1.872], [2.527, -3.781, -2.826], [2.314, -2.703, -2.549], [0.311, 1.231, -2.781], [-0.477, 1.822, -3.333], [2.798, 1.089, -0.358], [3.393, 1.612, 0.448], [3.088, 0.762, -3.166], [3.855, 1.204, -3.929], [-2.592, 1.341, 3.189], [-1.625, 1.515, 2.265], [-1.080, 2.601, 2.111], [-1.220, 0.350, 1.418], [-1.737, -0.959, 1.485], [-1.272, -1.976, 0.647], [-0.273, -1.705, -0.276], [0.199, -0.441, -0.296], [-0.226, 0.591, 0.467], [-2.853, 2.149, 3.762], [-3.095, 0.470, 3.376], [-2.510, -1.188, 2.190], [-1.667, -2.963, 0.687], [0.130, -2.442, -0.967], [0.238, 1.566, 0.309]],
  "orbital_gap_ev": 3.984,
  "total_charge": 3,
  "multiplicity": 1
}

{
  "formula": "C10H6NO6",
  "method": "the ωB97M-V functional and the def2-TZVPD basis",
  "elements": ["C", "C", "C", "O", "O", "C", "O", "H", "H", "O", "N", "O", "C", "C", "C", "C", "C", "O", "C", "H", "H", "H", "H"],
  "coordinates": [[-1.520, -2.567, 0.292], [-0.466, -3.054, 0.928], [-0.285, -4.436, 0.488], [0.586, -5.162, 0.909], [-1.251, -4.729, -0.429], [-2.043, -3.627, -0.568], [-3.034, -3.509, -1.250], [-1.920, -1.569, 0.356], [0.166, -2.543, 1.635], [-1.792, 3.607, 1.090], [-0.578, 3.803, 0.987], [-0.004, 4.784, 1.470], [0.219, 2.823, 0.261], [1.590, 2.995, 0.136], [2.360, 2.069, -0.549], [1.779, 0.967, -1.109], [0.376, 0.752, -0.988], [-0.167, -0.257, -1.459], [-0.387, 1.730, -0.291], [2.041, 3.867, 0.580], [3.424, 2.221, -0.641], [2.360, 0.236, -1.647], [-1.451, 1.598, -0.202]],
  "relative_energy_kcal_mol": 3.5,
  "orbital_gap_ev": 5.333,
  "total_charge": -1,
  "multiplicity": 1
}

{
  "formula": "C10H6O",
  "method": "the ωB97M-V functional and the def2-TZVPD basis",
  "elements": ["C", "C", "C", "C", "C", "C", "C", "C", "C", "C", "O", "H", "H", "H", "H", "H", "H"],
  "coordinates": [[-2.328, 0.700, 0.877], [-2.695, -0.615, 0.780], [0.441, 0.204, 0.425], [-1.019, 0.627, 0.089], [-1.454, -1.007, -0.076], [-0.156, -1.001, 0.717], [1.628, 0.842, 0.452], [2.750, 0.086, 0.193], [-1.316, -0.039, -1.239], [3.412, -0.936, -0.323], [4.121, 0.362, -0.020], [-2.661, 1.680, 1.235], [-3.575, -1.308, 0.822], [1.707, 1.853, 0.490], [-2.102, 0.406, -1.760], [-0.358, -0.061, -1.859], [3.605, -1.791, -0.801]],
  "relative_energy_kcal_mol": 148.9,
  "orbital_gap_ev": [6.148, 7.342],
  "total_charge": 0,
  "multiplicity": 1
}

{
  "formula": "C10H6O3",
  "method": "the ωB97M-V functional and the def2-TZVPD basis",
  "elements": ["C", "C", "C", "C", "C", "C", "C", "C", "C", "C", "O", "O", "O", "H", "H", "H", "H", "H", "H"],
  "coordinates": [[0.784, 0.450, -1.416], [-0.452, -0.427, -1.475], [1.639, -1.327, 0.734], [0.520, -2.054, 0.689], [1.016, -0.151, 0.002], [-0.295, -0.920, -0.001], [-0.709, 1.511, -0.349], [-0.346, 0.643, 2.142], [-1.524, 0.608, -1.362], [-0.090, 0.504, 0.713], [0.417, 1.825, -1.163], [-0.953, 1.551, 2.675], [-2.592, 0.691, -1.890], [1.529, 0.568, -2.089], [-0.746, -1.160, -2.191], [2.555, -1.518, 1.251], [0.085, -2.964, 1.036], [-1.007, 2.429, 0.056], [0.168, -0.257, 2.640]],
  "relative_energy_kcal_mol": 143.6,
  "orbital_gap_ev": 9.568,
  "total_charge": 0,
  "multiplicity": 1,
  "smiles": "O=C[C@]12[C@H]3O[C@@H]4[C@H](C3=O)[C@]13C=C[C@]423"
}